{
  "formula": "BrO2V",
  "method": "the ωB97M-V functional and the def2-TZVPD basis",
  "fmax_ev_per_a": 6.124,
  "e_tot_ha": -3668.3209,
  "e_above_lowest_ev": 4.275,
  "symbols": ["O", "V", "O", "Br"],
  "coordinates": [[1.417, 1.153, -0.275], [1.110, -0.437, -0.208], [0.356, -0.767, -1.635], [-2.883, 0.052, 2.118]]
}